1.
Below is a molecular structure, C4H8N2O, with properties calculated with wB97M-V/def2-TZVPD.

The geometry in XYZ format:
```
15
Properties=species:S:1:pos:R:3:lowdin_charge:R:1
C -0.920 -1.575 0.224 -0.08
C 0.574 1.730 0.151 -0.05
N -1.705 -0.318 0.293 -0.03
C 0.861 -0.895 -0.167 -0.35
C 0.269 0.595 -0.800 -0.30
N -0.956 -0.057 -0.861 0.06
O 1.452 -0.772 0.906 -0.04
H -1.371 0.232 1.092 0.10
H -0.559 -1.890 1.200 0.11
H -1.408 -2.334 -0.375 0.09
H 1.128 -1.508 -1.026 0.14
H 0.625 0.754 -1.814 0.13
H 0.189 2.672 -0.241 0.08
H 1.655 1.804 0.271 0.09
H 0.168 1.562 1.147 0.07
```

Molecular weight: 100.1 g/mol
Frontier orbital gap (alpha / beta): 7.58 / 7.58 eV
ΔE to the lowest compared entry with this formula, charge and spin: 158.1 kcal/mol
Multiplicity: 1
HOMO level (alpha / beta): -8.205 / -8.204 eV
Total energy: -341.7518 Ha

***

2.
Below is C4H8N2O in the gas phase at a distorted geometry, with properties calculated with wB97M-V/def2-TZVPD.

The geometry in XYZ format:
```
15
Properties=species:S:1:pos:R:3:lowdin_charge:R:1
C -1.863 0.862 0.488 -0.12
N -0.410 0.809 0.525 -0.08
C 0.196 0.031 -0.528 -0.35
C -0.353 -1.355 -0.602 -0.19
N -0.800 -2.423 -0.607 0.15
C 1.719 -0.024 -0.315 -0.22
O 2.047 -0.404 1.005 -0.05
H -2.340 -0.121 0.339 0.07
H -2.226 1.271 1.434 0.08
H -2.193 1.529 -0.317 0.08
H -0.069 0.450 1.412 0.11
H -0.003 0.506 -1.500 0.15
H 2.119 0.983 -0.462 0.13
H 2.165 -0.699 -1.057 0.13
H 2.052 -1.368 1.057 0.10
```

Molecular weight: 100.1 g/mol
SMILES: CN[C@H](C#N)CO
Frontier orbital gap: 10.44 eV
ΔE to the lowest compared entry with this formula, charge and spin: 40.6 kcal/mol
Multiplicity: 1
HOMO level: -9.656 eV
Total energy: -341.9389 Ha

***

3.
Below is 2 unconnected molecules or ions with the total composition C4H8N2O at a distorted geometry, with properties calculated with wB97M-V/def2-TZVPD.

The geometry in XYZ format:
```
15
Properties=species:S:1:pos:R:3:lowdin_charge:R:1
C 2.500 -1.488 -0.656 -0.05
C 1.179 -0.818 -0.367 -0.36
C 0.355 -0.226 -1.270 -0.10
N -0.889 -0.178 -0.686 0.03
C -0.631 -0.245 0.669 -0.19
N 0.544 -0.853 0.894 0.08
H 2.193 -2.317 -1.299 0.07
H 3.327 -0.816 -0.933 0.08
H 2.679 -2.115 0.212 0.06
H 0.448 0.295 -2.210 0.11
H -1.851 -0.361 -0.911 0.14
H -1.352 -0.227 1.470 0.11
O -2.884 2.773 1.484 -0.06
H -2.368 3.553 1.267 0.03
H -3.249 3.022 2.335 0.03
```

Molecular weight: 100.1 g/mol
SMILES: Cc1c[nH]cn1.O
Frontier orbital gap: 9.09 eV
ΔE to the lowest compared entry with this formula, charge and spin: 58.6 kcal/mol
Multiplicity: 1
HOMO level: -8.307 eV
Total energy: -341.9102 Ha

***

4.
Below is 2 unconnected molecules or ions with the total composition C4H8N2O at a distorted geometry, with properties calculated with wB97M-V/def2-TZVPD.

The geometry in XYZ format:
```
15
Properties=species:S:1:pos:R:3:lowdin_charge:R:1
C -3.016 1.365 0.669 -0.02
C -1.772 1.134 -0.109 -0.50
O -1.131 1.957 -0.665 0.12
C -1.424 -0.285 -0.234 -0.13
C -2.166 -1.370 0.340 -0.21
N -2.722 -2.276 0.755 0.17
H -3.963 1.320 0.022 0.13
H -3.188 2.359 1.178 0.10
H -3.014 0.627 1.480 0.08
H -1.373 -0.460 -1.240 0.11
H -0.409 -0.229 0.093 0.12
N 1.811 -0.890 -1.364 -0.01
H 1.569 -0.512 -2.389 0.08
H 1.764 -0.229 -0.690 -0.07
H 2.793 -1.291 -1.424 0.04
```

Molecular weight: 100.1 g/mol
SMILES: CC(=O)CC#N.N
Frontier orbital gap: 10.86 eV
ΔE to the lowest compared entry with this formula, charge and spin: 56.0 kcal/mol
Multiplicity: 1
HOMO level: -10.241 eV
Total energy: -341.9145 Ha

***

5.
Below is C4H8N2O in the gas phase at a distorted geometry, with properties calculated with wB97M-V/def2-TZVPD.

The geometry in XYZ format:
```
15
Properties=species:S:1:pos:R:3:lowdin_charge:R:1
C -1.819 1.217 0.496 -0.14
N -1.419 -0.168 0.368 0.06
C -0.296 -0.474 -0.385 -0.36
N -0.345 -1.340 -1.459 0.13
C 0.767 -0.128 0.457 -0.37
C 2.228 -0.105 0.199 -0.01
O 0.231 0.153 1.611 0.00
H -2.679 1.361 -0.170 0.08
H -2.162 1.395 1.517 0.08
H -1.045 1.945 0.227 0.08
H -1.200 -1.288 -1.994 0.09
H -0.065 -2.298 -1.285 0.10
H 2.736 -0.898 0.755 0.09
H 2.638 0.854 0.528 0.09
H 2.430 -0.226 -0.867 0.08
```

Molecular weight: 100.1 g/mol
SMILES: C/N=C(/N)C(C)=O
Frontier orbital gap (alpha / beta): 7.87 / 7.89 eV
ΔE to the lowest compared entry with this formula, charge and spin: 104.8 kcal/mol
Multiplicity: 1
HOMO level (alpha / beta): -8.409 / -7.786 eV
Total energy: -341.8366 Ha

***

6.
Below is C4H8N2O in the gas phase at a distorted geometry, with properties calculated with wB97M-V/def2-TZVPD.

The geometry in XYZ format:
```
15
Properties=species:S:1:pos:R:3:lowdin_charge:R:1
C 2.194 0.543 -1.738 0.01
C 1.490 0.566 -0.708 -0.21
N 0.988 0.653 0.420 0.09
C 0.302 -0.416 1.121 -0.14
N -1.090 -0.750 0.521 -0.36
C -1.728 0.550 0.288 -0.01
O -0.980 -1.463 -0.568 -0.22
H 1.604 0.721 -2.670 0.09
H 3.230 0.223 -1.892 0.08
H 0.161 -0.224 2.142 0.10
H 0.808 -1.383 1.067 0.13
H -1.310 -1.513 1.219 0.19
H -2.796 0.379 0.090 0.11
H -1.698 1.145 1.186 0.09
H -1.175 0.970 -0.477 0.06
```

Molecular weight: 100.1 g/mol
SMILES: C=C=NC[N@@H+](C)[O-]
Frontier orbital gap: 9.15 eV
ΔE to the lowest compared entry with this formula, charge and spin: 141.5 kcal/mol
Multiplicity: 1
HOMO level: -8.406 eV
Total energy: -341.7782 Ha

***

7.
Below is a molecular structure, C4H8N2O at a distorted geometry, with properties calculated with wB97M-V/def2-TZVPD.

The geometry in XYZ format:
```
15
Properties=species:S:1:pos:R:3:lowdin_charge:R:1
O -2.373 -0.291 1.680 0.09
C -1.463 -0.464 0.935 -0.48
N -0.333 0.997 1.151 0.14
C 0.460 1.224 0.187 -0.17
C 1.211 0.067 -0.303 -0.18
C 0.443 -1.275 -0.196 -0.23
N -0.979 -1.172 0.015 -0.01
H -0.801 1.792 1.560 0.11
H -0.867 0.424 -1.903 0.08
H 0.710 2.223 -0.173 0.13
H 2.079 0.050 0.358 0.12
H 1.590 0.285 -1.290 0.10
H 0.867 -1.865 0.620 0.11
H 0.613 -1.824 -1.127 0.11
H -1.156 -0.171 -1.514 0.07
```

Molecular weight: 100.1 g/mol
Frontier orbital gap: 9.33 eV
ΔE to the lowest compared entry with this formula, charge and spin: 81.2 kcal/mol
Multiplicity: 1
HOMO level: -8.953 eV
Total energy: -341.8742 Ha

***

8.
Below is C4H8N2O in the gas phase, with properties calculated with wB97M-V/def2-TZVPD.

The geometry in XYZ format:
```
15
Properties=species:S:1:pos:R:3:lowdin_charge:R:1
N 1.199 -0.771 -1.046 0.11
C 0.362 -0.626 0.115 -0.53
O 0.472 -1.790 0.894 0.01
C 0.572 0.719 0.850 -0.11
N -0.842 1.132 0.709 -0.03
C -1.191 1.109 -0.714 -0.12
C -1.151 -0.154 0.022 -0.17
H 1.630 -1.687 -1.122 0.09
H 1.906 -0.051 -1.132 0.07
H -0.420 -1.989 1.199 0.09
H 0.818 0.553 1.901 0.12
H 1.285 1.425 0.404 0.11
H -0.431 1.212 -1.486 0.11
H -2.140 1.597 -0.914 0.11
H -2.068 -0.678 0.318 0.14
```

Molecular weight: 100.1 g/mol
SMILES: N[C@@]1(O)CN2C[C@H]21
Frontier orbital gap: 10.18 eV
ΔE to the lowest compared entry with this formula, charge and spin: 74.8 kcal/mol
Multiplicity: 1
HOMO level: -9.234 eV
Total energy: -341.8845 Ha